A structure of composition C52H41N5OPSTi at a distorted geometry. Source: OMol25; level of theory: ωB97M-V with the def2-TZVPD basis set.

Geometry as ORCA input:
```
! RIJCOSX wB97M-V def2-TZVPD def2/J DEFGRID3
* xyz 0 2
Ti -0.156 0.028 0.066
C 6.080 -4.282 1.153
C 4.846 -4.864 1.406
C 3.680 -4.117 1.333
C 3.701 -2.759 0.982
C 4.958 -2.185 0.769
C 6.127 -2.931 0.846
C 2.489 -1.890 0.952
C 1.275 -2.253 1.444
C 0.529 -3.474 1.698
C -0.716 -3.191 2.148
C -0.928 -1.784 2.244
C -2.018 -1.023 2.555
C -3.176 -1.705 3.194
C -2.989 -2.532 4.301
C -4.067 -3.182 4.890
C -5.346 -3.014 4.376
C -5.542 -2.191 3.272
C -4.466 -1.538 2.687
C -2.138 0.380 2.239
N -1.294 1.000 1.320
C -1.557 2.340 1.295
C -0.757 3.297 0.525
C -1.113 4.744 0.656
C -0.749 5.461 1.798
C -1.057 6.811 1.918
C -1.736 7.465 0.894
C -2.108 6.762 -0.243
C -1.800 5.408 -0.356
C 0.397 2.937 -0.101
C 1.495 3.796 -0.637
C 2.605 3.069 -0.762
C 2.350 1.707 -0.151
N 0.833 1.638 -0.191
C 2.817 0.298 -0.536
C 2.626 -0.426 0.605
C 0.927 -0.524 3.083
C 2.001 0.235 3.037
C 2.507 0.588 1.700
N 2.562 1.797 1.331
C 3.084 -0.096 -1.929
C 3.748 -1.275 -2.273
C 4.049 -1.569 -3.599
C 3.654 -0.713 -4.620
C 2.954 0.443 -4.294
C 2.685 0.752 -2.966
C -2.620 2.587 2.180
C -2.974 1.365 2.768
N 0.355 -1.170 1.871
H 6.990 -4.866 1.213
H 4.787 -5.911 1.677
H 2.753 -4.602 1.577
H 5.025 -1.124 0.555
H 7.080 -2.445 0.670
H 0.864 -4.465 1.446
H -1.494 -3.923 2.319
H -1.992 -2.650 4.709
H -3.907 -3.812 5.757
H -6.187 -3.519 4.835
H -6.537 -2.061 2.861
H -4.613 -0.906 1.819
H -0.213 4.946 2.589
H -0.764 7.355 2.808
H -1.972 8.519 0.983
H -2.641 7.263 -1.043
H -2.100 4.857 -1.241
H 1.390 4.854 -0.839
H 3.578 3.418 -1.086
H 0.390 -0.748 3.992
H 2.378 0.716 3.930
H 4.044 -1.969 -1.507
H 4.585 -2.482 -3.832
H 3.889 -0.941 -5.653
H 2.624 1.117 -5.077
H 2.141 1.660 -2.731
H -3.051 3.557 2.382
H -3.728 1.203 3.526
O 0.409 -1.172 -1.296
N -0.231 -1.982 -2.158
C 0.455 -2.370 -3.256
C -0.110 -3.229 -4.146
C -1.406 -3.704 -3.884
C -2.081 -3.281 -2.778
C -1.506 -2.356 -1.867
S -2.266 -1.678 -0.524
H 1.443 -1.953 -3.345
H 0.450 -3.528 -5.022
H -1.877 -4.402 -4.567
H -3.085 -3.616 -2.561
C -3.330 1.706 -1.552
P -1.688 1.162 -2.154
C -1.156 2.670 -3.059
C -2.225 0.175 -3.604
H -3.985 1.958 -2.390
H -3.218 2.578 -0.907
H -3.785 0.909 -0.965
H -2.008 3.113 -3.581
H -0.401 2.394 -3.800
H -0.720 3.405 -2.388
H -2.724 0.838 -4.315
H -2.927 -0.596 -3.290
H -1.378 -0.301 -4.103
*
```

The expectation value of S² is 0.773. The LUMO energy (spin up / spin down) is -0.50 / -0.59 eV. The maximum force comes out at 1.770 eV/Å. Its gap between HOMO and LUMO (spin up / spin down) is 0.202 / 0.205 Eh. As for the energy above the lowest of the compared OMol25 structures with the same formula, charge and spin: 85.6 kcal per mole.